[1]
Here is a structure of composition C24H66CrN6O14S2 in a non-equilibrium geometry from the OMol25 dataset. Energies are from ωB97M-V/def2-TZVPD.

XYZ file:
```
113
Properties=species:S:1:pos:R:3:forces:R:3
Cr 0.621 3.249 -1.929 1.2 1.5 -0.8
S 1.024 1.236 -0.172 0.3 1.2 0.2
O 0.782 1.202 -1.664 -0.6 -0.7 -0.3
O 2.311 0.633 0.149 -0.6 -0.2 0.0
O 1.030 2.709 0.089 0.2 -0.5 1.3
O -0.102 0.626 0.561 0.1 -0.5 -0.2
S 2.704 4.930 -2.313 0.7 -0.5 0.0
O 1.243 5.213 -1.988 -0.8 0.3 0.2
O 3.598 5.252 -1.220 -0.3 0.2 0.2
O 2.597 3.416 -2.467 -0.2 -0.6 -0.4
O 3.110 5.561 -3.553 -0.3 0.1 -0.3
C 2.186 2.239 3.656 -0.3 0.4 1.3
C 2.481 0.764 3.822 0.5 -0.4 -0.9
C 1.237 -0.081 3.619 0.0 -0.6 -0.3
O 0.374 -0.015 4.747 -0.1 0.2 0.1
C -0.838 -0.666 4.473 0.0 0.0 0.3
N 3.520 0.409 2.836 -0.3 -0.8 -0.3
H 2.117 2.552 2.616 0.0 -0.2 -0.1
H 2.943 2.839 4.168 0.2 0.0 -0.3
H 1.258 2.476 4.196 -0.1 0.0 -0.3
H 2.902 0.516 4.801 -0.2 0.3 0.2
H 1.539 -1.134 3.451 0.0 0.1 0.2
H 0.712 0.191 2.692 0.0 0.3 0.2
H -0.639 -1.718 4.232 -0.2 0.0 -0.3
H -1.387 -0.142 3.682 0.1 -0.4 -0.3
H -1.477 -0.641 5.361 0.2 0.0 0.1
H 3.778 -0.572 2.954 0.2 0.2 0.3
H 3.094 0.377 1.896 0.2 0.7 0.3
C 3.508 -2.092 -4.321 -0.6 -0.4 -0.1
C 2.764 -0.775 -4.287 -0.1 0.9 0.7
C 1.259 -0.954 -4.126 0.0 0.7 0.3
O 0.603 -1.716 -5.121 -0.1 -0.4 0.1
C 0.663 -1.122 -6.386 0.2 -0.3 -0.6
N 3.240 0.037 -3.145 0.1 0.5 -0.2
H 3.177 -2.692 -3.464 0.2 0.1 0.1
H 4.581 -1.940 -4.241 0.1 0.0 -0.2
H 3.226 -2.685 -5.199 0.3 0.1 -0.1
H 2.951 -0.151 -5.167 0.1 -0.4 -0.3
H 0.800 0.042 -4.050 0.0 0.0 -0.2
H 1.087 -1.401 -3.141 -0.2 -0.3 -0.2
H 0.236 -0.112 -6.416 0.0 0.0 0.2
H 0.114 -1.755 -7.087 -0.2 0.0 0.2
H 1.690 -1.092 -6.779 0.0 0.2 0.1
H 2.509 0.310 -2.487 -0.2 -0.5 0.0
H 3.477 0.961 -3.499 0.4 -0.1 0.2
C -3.242 4.824 -2.190 0.2 0.4 -0.4
C -2.715 3.664 -1.357 0.2 1.1 -0.2
C -2.871 2.351 -2.086 -0.4 0.0 -0.1
O -4.271 2.104 -2.244 0.3 0.1 0.4
C -4.632 0.760 -2.055 -0.2 -0.3 -0.4
N -1.285 3.915 -1.041 -0.7 -0.9 0.2
H -4.306 4.759 -2.410 0.0 -0.2 0.1
H -2.710 4.892 -3.147 0.0 -0.2 0.1
H -3.048 5.788 -1.708 -0.1 -0.1 0.2
H -3.283 3.644 -0.420 0.0 -0.3 0.0
H -2.382 1.553 -1.519 0.0 -0.1 -0.1
H -2.436 2.434 -3.089 0.3 -0.1 0.1
H -5.716 0.740 -1.921 0.0 -0.1 0.0
H -4.146 0.285 -1.200 0.1 0.1 0.1
H -4.377 0.165 -2.946 0.0 0.0 0.1
H -1.179 4.893 -0.785 0.2 0.0 -0.2
H -1.147 3.415 -0.156 0.3 0.2 0.0
C 1.792 -3.257 -0.407 -0.7 -0.8 0.3
C 3.184 -3.090 0.167 0.8 1.3 -0.7
C 4.167 -4.084 -0.422 0.3 -0.6 -0.3
O 3.779 -5.458 -0.296 -0.2 0.2 -0.1
C 3.813 -5.936 1.021 0.0 0.1 0.3
N 3.738 -1.745 -0.158 -0.7 -0.7 0.0
H 1.435 -4.295 -0.334 0.1 0.1 0.1
H 1.749 -3.015 -1.471 0.2 0.2 0.0
H 1.067 -2.626 0.113 0.1 0.1 0.0
H 3.221 -3.114 1.259 -0.4 -0.3 0.0
H 5.185 -3.938 -0.038 -0.2 0.1 0.3
H 4.262 -3.922 -1.500 -0.3 0.1 0.0
H 4.831 -6.257 1.280 -0.1 0.0 0.2
H 3.124 -6.777 1.121 0.1 -0.1 -0.2
H 3.468 -5.196 1.752 0.2 0.1 -0.1
H 3.041 -1.076 0.181 0.5 0.2 0.0
H 3.638 -1.614 -1.168 0.4 0.1 0.1
C -2.625 -2.527 1.347 -0.2 -0.4 0.3
C -2.182 -2.508 -0.101 0.9 0.0 0.2
C -3.099 -3.329 -0.990 -0.8 0.8 0.4
O -3.203 -4.687 -0.616 0.1 0.0 -0.4
C -1.998 -5.413 -0.789 -0.2 0.1 0.6
N -2.141 -1.128 -0.587 0.1 -0.4 -0.2
H -2.829 -3.554 1.666 -0.1 0.1 -0.1
H -3.524 -1.921 1.488 0.0 0.0 0.0
H -1.843 -2.165 2.014 0.0 0.3 -0.1
H -1.181 -2.980 -0.113 -0.1 0.1 -0.1
H -2.865 -3.207 -2.056 0.3 -0.2 0.0
H -4.089 -2.873 -0.854 -0.1 -0.3 -0.1
H -1.389 -5.352 0.121 0.1 0.0 -0.1
H -1.402 -5.035 -1.623 -0.1 -0.1 -0.1
H -2.287 -6.453 -0.932 0.1 0.0 -0.2
H -1.595 -1.130 -1.446 -0.1 0.2 -0.1
H -1.583 -0.549 0.043 0.1 0.0 -0.1
C -1.621 4.162 4.016 -0.4 -0.8 0.4
C -1.815 2.840 3.273 0.8 0.1 -0.4
C -3.263 2.506 3.014 -0.5 -0.4 0.1
O -4.093 2.434 4.174 0.0 0.5 0.0
C -3.593 1.583 5.169 -0.4 -0.5 0.2
N -1.179 2.914 1.962 -0.1 -0.4 -0.5
H -0.627 4.167 4.460 0.1 0.3 -0.1
H -2.364 4.212 4.819 0.1 0.2 0.0
H -1.773 5.012 3.353 0.1 0.0 -0.1
H -1.365 2.008 3.837 -0.1 0.3 0.3
H -3.341 1.532 2.504 0.2 0.1 -0.1
H -3.692 3.256 2.347 -0.1 0.1 0.1
H -3.300 0.609 4.751 0.2 0.2 0.0
H -4.403 1.356 5.871 -0.1 0.3 -0.1
H -2.778 2.026 5.747 0.2 -0.1 -0.2
H -1.124 1.978 1.540 -0.1 0.2 0.1
H -0.189 3.147 1.983 0.0 0.3 0.3
```
Positions in Å, forces in eV/Å.

Calculated values
<S²>: 6.0131
Strongest force on any atom, Eh/bohr: 0.0414
DFT total energy, Eh: -4176.91038
Highest occupied orbital energy (alpha / beta), eV: -2.01 / -3.12
2S+1: 5
Kohn-Sham gap (alpha / beta), eV: 5.87 / 6.99
Net charge: -2

[2]
Here is a structure of composition C24H66Cs2N6O10S in a non-equilibrium geometry from the OMol25 dataset. Energies are from ωB97M-V/def2-TZVPD.

XYZ file:
```
109
Properties=species:S:1:pos:R:3:forces:R:3
Cs 3.763 25.621 -14.438 -0.3 0.6 -0.7
Cs 5.222 25.368 -21.548 -0.6 0.6 0.5
S 2.282 27.986 -18.563 -0.6 0.6 0.6
O 1.746 27.382 -19.767 -0.2 -1.3 -2.3
O 1.576 27.464 -17.409 -1.6 -1.5 2.7
O 3.683 27.610 -18.360 3.1 -0.7 -0.4
O 2.109 29.424 -18.594 0.4 1.9 -0.3
C 4.077 34.690 -15.647 -0.7 -0.9 0.9
C 3.587 33.259 -16.035 1.6 0.6 2.6
C 2.909 32.493 -14.847 0.6 0.6 -0.2
O 3.814 32.406 -13.723 -0.5 -0.3 -0.3
C 3.309 31.566 -12.668 0.3 1.1 -0.9
N 2.709 33.281 -17.138 -0.4 -0.2 -0.5
H 4.690 35.222 -16.374 -0.3 -0.3 -0.4
H 4.683 34.610 -14.745 0.0 0.0 0.1
H 3.193 35.269 -15.380 0.0 0.3 -0.2
H 4.513 32.706 -16.192 0.3 -0.4 -0.3
H 2.612 31.503 -15.193 0.3 -0.4 -0.1
H 1.952 32.960 -14.612 0.0 0.5 0.5
H 2.496 32.113 -12.189 -0.5 -0.4 0.0
H 4.073 31.423 -11.904 0.2 0.0 -0.3
H 3.022 30.610 -13.104 -0.3 -0.1 0.3
H 2.494 32.307 -17.292 -0.5 -0.3 -0.8
H 3.255 33.604 -17.923 -0.3 0.0 -0.4
C -1.997 22.957 -19.916 0.0 -0.8 1.5
C -1.486 23.473 -18.513 0.8 0.8 -2.1
C -0.095 22.916 -18.156 -0.8 -0.7 0.3
O -0.019 21.509 -18.225 0.2 -0.2 -1.2
C -0.770 20.827 -17.274 0.1 -0.6 -0.1
N -1.361 24.922 -18.600 0.2 0.5 0.5
H -1.359 23.173 -20.773 0.3 0.4 0.3
H -3.011 23.277 -20.155 0.1 0.2 0.2
H -2.005 21.870 -19.834 -0.2 -0.2 -0.2
H -2.173 23.281 -17.689 -0.3 -0.4 -0.3
H 0.103 23.224 -17.129 0.2 0.2 0.4
H 0.712 23.306 -18.777 -0.3 0.1 -0.2
H -0.751 19.771 -17.544 0.7 -0.2 0.3
H -1.851 20.972 -17.267 -0.1 1.0 0.1
H -0.283 21.059 -16.327 -0.5 -0.5 0.6
H -0.914 25.252 -17.757 -0.4 0.4 0.7
H -0.603 25.180 -19.216 0.0 0.0 -0.9
C -1.748 28.557 -11.766 0.7 -1.0 -1.0
C -1.196 27.668 -13.010 -1.5 1.6 2.0
C -2.133 26.411 -13.333 0.5 2.5 0.3
O -2.033 25.507 -12.280 1.0 0.2 0.7
C -2.696 24.317 -12.482 -0.2 -1.1 -0.3
N -1.076 28.569 -14.129 -0.4 -1.3 -1.6
H -2.811 28.788 -11.839 -0.1 -0.4 -0.2
H -1.277 29.540 -11.761 0.4 -0.1 -0.2
H -1.532 28.096 -10.802 -0.2 -0.1 -0.1
H -0.196 27.304 -12.771 0.0 -0.5 0.6
H -1.853 26.083 -14.334 0.2 -0.7 0.0
H -3.179 26.715 -13.381 -0.1 0.4 -0.3
H -2.153 23.713 -13.208 -0.1 -0.2 -0.4
H -3.723 24.436 -12.829 -0.2 0.2 -0.1
H -2.741 23.715 -11.574 0.2 0.3 0.3
H -0.512 28.071 -14.803 0.0 0.4 -0.7
H -0.737 29.519 -14.093 0.0 -0.2 0.9
C 8.358 28.231 -16.649 1.1 0.7 0.1
C 8.102 29.655 -16.091 0.6 -0.8 -1.1
C 8.465 30.745 -17.090 0.9 0.8 0.5
O 8.449 32.066 -16.460 -0.1 -1.5 -0.5
C 8.596 33.175 -17.348 -0.8 -0.5 1.1
N 6.721 29.663 -15.805 -1.5 0.5 1.1
H 8.181 27.558 -15.809 -0.2 -0.3 -0.4
H 9.374 28.070 -17.010 0.3 0.1 0.3
H 7.763 28.026 -17.539 -0.6 0.0 0.3
H 8.637 29.787 -15.150 0.3 0.1 -0.1
H 7.793 30.693 -17.947 -0.3 0.2 -0.1
H 9.463 30.505 -17.458 0.4 0.4 -0.2
H 7.692 33.280 -17.948 0.2 -0.2 -0.7
H 9.539 33.107 -17.892 -0.1 0.2 -0.3
H 8.542 34.043 -16.692 0.5 0.1 -0.1
H 6.512 30.615 -15.541 -0.6 0.2 0.2
H 6.197 29.470 -16.647 -0.3 -0.1 -0.2
C 5.703 31.469 -22.098 1.3 0.8 -1.2
C 4.828 32.715 -22.247 -0.1 -0.8 1.3
C 5.057 33.635 -23.486 -0.5 -0.6 0.1
O 4.702 34.994 -23.202 0.0 -0.2 1.0
C 5.172 35.996 -24.070 -0.4 -0.4 -1.1
N 3.475 32.157 -22.033 -0.4 2.0 -1.7
H 6.703 31.728 -22.445 0.5 -0.1 0.4
H 5.400 30.673 -22.777 -0.4 0.0 0.1
H 5.747 31.087 -21.078 -0.2 0.2 -0.1
H 5.026 33.420 -21.440 0.5 0.0 0.4
H 4.452 33.269 -24.316 -0.1 0.0 -0.3
H 6.111 33.566 -23.756 0.2 0.1 0.0
H 6.233 36.244 -24.030 0.3 -0.4 0.4
H 4.637 36.936 -23.940 -0.2 -0.2 0.5
H 4.952 35.693 -25.093 0.1 0.0 -0.4
H 2.963 33.023 -21.949 -1.2 -0.3 0.2
H 3.335 31.626 -21.186 0.4 0.0 0.3
C 1.036 26.846 -25.462 0.0 1.1 -0.4
C 1.669 28.159 -24.974 0.0 -0.9 -0.5
C 1.952 29.141 -26.160 0.5 -1.1 1.2
O 3.039 28.602 -26.906 0.4 0.3 -0.3
C 3.480 29.444 -27.948 -0.4 0.4 -0.9
N 0.919 28.810 -23.909 0.4 0.3 -0.4
H 0.831 26.146 -24.652 0.1 0.0 -0.1
H 1.724 26.450 -26.210 -0.1 -0.4 0.1
H 0.108 27.086 -25.981 -0.2 -0.2 0.1
H 2.618 27.852 -24.533 0.7 0.1 -0.4
H 2.288 30.076 -25.713 -0.3 0.4 -0.1
H 1.063 29.251 -26.781 -0.1 0.2 0.0
H 2.824 29.439 -28.819 -0.5 -0.5 -0.1
H 4.451 29.175 -28.364 0.1 -0.4 0.6
H 3.516 30.514 -27.745 0.1 0.1 0.9
H 1.604 29.491 -23.614 -0.3 0.9 0.4
H 0.956 28.193 -23.110 -0.5 -0.4 0.3
```
Positions in Å, forces in eV/Å.

Calculated values
Relative energy (zero: lowest compared OMol25 entry of this formula, charge and spin), eV: 5.7265
Strongest force on any atom, Eh/bohr: 0.0690
DFT total energy, Eh: -2473.14451
Highest occupied orbital energy, eV: -5.55
Kohn-Sham gap, eV: 4.16

Question: Which formula does entry 1 have?
Answer: C24H66CrN6O14S2